{
  "formula": "C44H42F4N8PSV",
  "method": "ωB97M-V with the def2-TZVPD basis set",
  "symbols": ["V", "C", "C", "C", "P", "C", "C", "C", "C", "C", "C", "C", "C", "C", "C", "N", "C", "C", "C", "C", "C", "C", "C", "C", "C", "H", "H", "H", "H", "H", "H", "H", "H", "H", "H", "H", "H", "H", "H", "H", "H", "H", "H", "H", "H", "H", "H", "H", "H", "H", "H", "H", "H", "H", "H", "H", "C", "N", "C", "C", "N", "C", "S", "C", "C", "C", "C", "C", "N", "H", "H", "H", "H", "H", "H", "H", "H", "H", "C", "H", "H", "F", "C", "C", "F", "C", "C", "C", "F", "C", "C", "C", "N", "C", "N", "F", "C", "C", "N", "C", "N"],
  "xyz": [[-0.430, 1.122, 0.529], [-3.754, 2.253, -2.396], [-3.034, 0.955, -2.025], [-3.754, 0.247, -0.875], [-1.283, 1.272, -1.505], [-0.446, 3.975, 0.787], [-1.651, 2.825, 2.725], [-1.139, 5.348, 0.806], [-0.355, 1.725, -2.995], [-0.468, 2.984, -3.589], [0.247, 3.334, -4.727], [0.189, 4.722, -5.303], [1.055, 2.358, -5.308], [1.174, 1.101, -4.746], [0.508, 0.786, -3.561], [0.878, -0.379, -2.874], [0.756, -1.583, -3.266], [1.685, -2.591, -2.651], [2.777, -2.175, -1.998], [1.469, -4.007, -2.927], [0.534, -4.414, -3.792], [0.343, -5.855, -4.166], [-0.345, -3.425, -4.414], [-0.275, -2.102, -4.198], [-1.313, -1.181, -4.776], [-4.818, 2.058, -2.551], [-3.357, 2.685, -3.314], [-3.660, 2.993, -1.598], [-3.017, 0.298, -2.899], [-3.728, 0.862, 0.031], [-3.292, -0.713, -0.643], [-4.802, 0.075, -1.126], [-0.071, 3.800, -0.226], [-2.224, 3.711, 3.019], [-0.722, 2.828, 3.297], [-2.229, 1.952, 3.030], [-1.939, 5.381, 1.547], [-1.578, 5.577, -0.166], [-0.433, 6.142, 1.047], [-1.095, 3.732, -3.115], [-0.378, 5.392, -4.658], [-0.281, 4.720, -6.289], [1.196, 5.126, -5.417], [1.640, 2.602, -6.186], [1.865, 0.379, -5.165], [2.986, -1.116, -1.905], [3.501, -2.888, -1.621], [1.658, -1.891, 0.222], [2.134, -4.723, -2.455], [1.044, -6.499, -3.638], [0.494, -5.991, -5.239], [-0.674, -6.189, -3.943], [-1.138, -3.803, -5.054], [-2.173, -1.760, -5.114], [-0.925, -0.612, -5.621], [-1.646, -0.458, -4.034], [-1.964, -4.853, -0.951], [-0.994, -4.658, 0.115], [-0.509, -5.656, 0.946], [0.398, -5.110, 1.762], [0.480, -3.752, 1.419], [-0.408, -3.469, 0.392], [-0.731, -2.000, -0.331], [1.420, -2.884, 1.985], [1.817, -2.975, 3.301], [2.843, -2.154, 3.749], [3.473, -1.273, 2.884], [3.019, -1.196, 1.588], [2.016, -1.989, 1.181], [-2.665, -5.629, -0.654], [-1.458, -5.138, -1.874], [-2.492, -3.918, -1.115], [-0.851, -6.673, 0.876], [1.018, -5.551, 2.519], [1.317, -3.667, 3.962], [3.145, -2.193, 4.787], [4.258, -0.615, 3.218], [3.423, -0.518, 0.851], [-1.388, 2.844, 1.220], [-2.340, 2.952, 0.698], [0.426, 3.991, 1.446], [1.359, 1.683, -0.571], [2.429, 2.497, -0.200], [3.013, 3.167, -1.244], [2.488, 2.972, -2.460], [4.115, 4.022, -1.074], [4.514, 4.102, 0.277], [3.899, 3.420, 1.309], [4.373, 3.611, 2.553], [2.810, 2.569, 1.129], [2.148, 1.806, 2.204], [0.970, 1.129, 2.013], [0.020, 0.377, 2.243], [2.701, 1.624, 3.503], [3.094, 1.356, 4.557], [5.531, 4.906, 0.614], [4.728, 4.722, -2.155], [4.184, 4.706, -3.467], [3.756, 4.712, -4.541], [5.916, 5.486, -2.008], [6.891, 6.101, -1.943]],
  "mulliken_charge": [-1.1239, -1.6709, 0.8881, -1.3451, 1.9159, 0.5840, -1.4764, -1.4441, 0.0760, -1.1637, 0.6604, -1.7976, -0.6874, -0.3623, -0.5772, 0.2922, -0.4409, 1.1197, -1.8131, -0.6244, 0.5045, -1.5992, -0.3916, 1.2393, -1.2974, 0.4837, 0.3438, 0.2362, 0.2790, 0.2293, 0.1009, 0.4834, -0.2883, 0.4227, 0.2515, 0.3705, 0.3009, 0.3368, 0.4227, 0.3293, 0.3721, 0.3508, 0.3853, 0.3714, 0.5234, 0.4886, 0.3285, -0.7707, 0.4033, 0.3535, 0.4237, 0.3412, 0.3991, 0.4813, 0.3040, -0.0315, -0.7082, 0.3509, -0.8302, -0.4386, 0.5246, -0.4506, -0.5178, 0.7406, -0.9198, -0.5260, -1.0517, -0.1423, 1.0046, 0.3924, 0.1814, 0.2329, 0.4956, 0.4952, 0.5581, 0.4572, 0.6110, 0.5576, 0.2784, 0.6675, 0.0088, 0.8776, -0.5685, 0.5250, 0.0965, 0.2706, 0.0491, 0.2731, -0.3940, 0.3714, 0.9437, 0.5152, -1.0619, -0.1416, -0.7555, -0.3564, 0.3834, 0.0659, -0.7308, -0.1287, -0.6966],
  "orbital_gap_ev": 4.020,
  "max_force_ev_per_a": 0.9,
  "total_charge": 0,
  "energy_ev": -114904.77023
}

---

{
  "formula": "C4H16FN8O4",
  "method": "ωB97M-V with the def2-TZVPD basis set",
  "symbols": ["F", "C", "O", "N", "N", "H", "H", "H", "H", "C", "O", "N", "N", "H", "H", "H", "H", "C", "O", "N", "N", "H", "H", "H", "H", "C", "O", "N", "N", "H", "H", "H", "H"],
  "xyz": [[-0.150, -0.324, -0.196], [3.331, -3.713, 2.898], [3.929, -4.134, 3.898], [2.128, -4.081, 2.571], [3.603, -2.563, 2.306], [1.725, -4.915, 2.975], [1.790, -3.647, 1.724], [4.290, -1.961, 2.737], [2.897, -2.135, 1.723], [0.227, -1.873, -5.588], [0.332, -2.240, -6.754], [-0.856, -2.008, -4.945], [1.240, -1.755, -4.794], [-1.587, -1.822, -5.615], [-0.650, -1.511, -4.090], [1.978, -1.176, -5.168], [0.839, -1.511, -3.900], [2.056, 4.348, 2.068], [2.465, 5.299, 2.680], [1.193, 3.515, 2.495], [2.547, 3.901, 0.960], [0.682, 3.719, 3.342], [0.887, 2.714, 1.962], [2.214, 2.985, 0.696], [2.966, 4.564, 0.324], [-5.588, 1.419, 0.673], [-6.726, 1.493, 0.548], [-4.722, 1.419, -0.242], [-4.876, 1.234, 1.737], [-3.791, 1.072, -0.056], [-5.040, 1.421, -1.201], [-3.868, 1.179, 1.688], [-5.463, 1.087, 2.545]],
  "mulliken_charge": [-0.9822, 0.6539, -0.6800, -0.3869, -0.4176, 0.2095, 0.1918, 0.2215, 0.2044, 0.4834, -0.6752, -0.3531, -0.3617, 0.2619, 0.2060, 0.2441, 0.1904, 0.6368, -0.6738, -0.3782, -0.3723, 0.2044, 0.1671, 0.1994, 0.2104, 0.6356, -0.5981, -0.4008, -0.4106, 0.1711, 0.2054, 0.1927, 0.2005],
  "orbital_gap_ev": 7.706,
  "max_force_ev_per_a": 9.2,
  "total_charge": -1,
  "energy_ev": -27236.76902
}

---

{
  "formula": "C6H8N3O3S",
  "method": "ωB97M-V with the def2-TZVPD basis set",
  "symbols": ["C", "C", "C", "C", "C", "C", "N", "N", "N", "O", "O", "O", "S", "H", "H", "H", "H", "H", "H", "H", "H"],
  "xyz": [[2.166, -0.654, -0.576], [1.336, 1.225, 0.912], [1.043, -1.339, -0.745], [0.096, 0.706, 0.991], [2.248, 0.806, -0.189], [-0.706, 0.053, 0.038], [-3.073, -1.810, 1.749], [-1.950, -1.199, 1.644], [-1.813, -0.579, 0.478], [-1.162, 2.222, -1.290], [0.061, 0.562, -2.571], [-2.307, 0.183, -1.987], [-0.999, 0.804, -1.609], [3.089, -1.004, -1.032], [1.945, 1.758, 1.697], [0.927, -2.418, -1.064], [-0.493, 0.820, 1.967], [3.297, 0.942, 0.187], [2.108, 1.466, -0.982], [-3.277, -1.995, 2.681], [-2.536, -0.548, -0.298]],
  "mulliken_charge": [-0.0664, -0.4435, -0.6100, -0.1292, -0.6727, 0.1355, -0.8323, -0.4416, 0.4249, -0.7066, -0.6249, -0.8516, 1.3451, 0.2905, 0.2806, 0.2775, 0.1993, 0.3941, 0.3348, 0.2246, 0.4718],
  "orbital_gap_ev": [7.469, 7.483],
  "max_force_ev_per_a": 4.5,
  "total_charge": -1,
  "energy_ev": -27795.57457
}

---

{
  "formula": "C10H12NS",
  "method": "ωB97M-V with the def2-TZVPD basis set",
  "symbols": ["N", "C", "C", "S", "C", "C", "C", "C", "C", "C", "C", "C", "H", "H", "H", "H", "H", "H", "H", "H", "H", "H", "H", "H"],
  "xyz": [[1.588, -0.403, -1.139], [1.774, 0.378, 0.017], [3.296, 0.036, 0.741], [4.367, -0.873, -0.142], [1.192, 1.692, 0.314], [0.540, 0.535, 0.936], [-0.630, -0.145, 0.386], [-1.005, -1.458, 0.817], [-2.318, -1.940, 0.607], [-3.229, -1.161, -0.047], [-2.889, 0.109, -0.566], [-1.597, 0.618, -0.269], [1.496, 0.019, -2.060], [2.385, -1.188, -1.222], [0.744, -0.901, -0.947], [3.458, 0.428, 1.758], [0.698, 2.072, -0.556], [1.692, 2.370, 0.841], [0.574, 0.229, 1.927], [-0.274, -2.172, 1.283], [-2.737, -2.810, 1.043], [-4.283, -1.495, -0.388], [-3.679, 0.672, -1.160], [-1.221, 1.665, -0.569]],
  "mulliken_charge": [-0.1192, 0.8100, -0.3422, -0.1906, -1.3773, 0.0335, -0.3907, 0.1222, -0.7816, -0.1892, -0.6236, 0.0565, 0.3403, 0.3419, 0.3494, 0.3290, 0.1548, 0.4626, 0.5520, 0.3524, 0.4060, 0.2734, 0.3228, 0.1078],
  "orbital_gap_ev": [8.282, 8.282],
  "max_force_ev_per_a": 6.5,
  "total_charge": 1,
  "smiles": "[NH3+][C@@]1(C=S)C[C@H]1c1ccccc1",
  "energy_ev": -22880.24514
}